A structure of composition C30H26N8NaOS. Source: the Open Molecules 2025 dataset; level of theory: the ωB97M-V functional and the def2-TZVPD basis.

Geometry as XYZ:
```
67
Properties=species:S:1:pos:R:3:nbo_charge:R:1
Na 0.4738 0.0090 -0.0667 0.87
C 0.3279 3.5072 0.6361 -0.24
N 0.5433 2.4156 -0.2815 -0.54
C 0.3000 2.6231 -1.5220 0.15
C 0.4190 1.6461 -2.5625 -0.07
C 0.0995 1.8347 -3.9157 -0.28
C 0.3273 0.6015 -4.5326 -0.37
C 0.7730 -0.2531 -3.5160 -0.07
N 0.8285 0.3653 -2.3256 -0.58
C 1.5790 3.9323 1.3713 -0.04
C 1.6400 5.1929 1.9575 -0.21
C 2.7456 5.5803 2.6993 -0.21
C 3.8131 4.7089 2.8626 -0.23
C 3.7665 3.4555 2.2696 -0.22
C 2.6591 3.0711 1.5273 -0.15
H -0.3865 3.1710 1.4004 0.20
H -0.1259 4.3804 0.1442 0.17
H -0.0573 3.6077 -1.8602 0.14
H -0.2507 2.7472 -4.3764 0.20
H 0.2076 0.3576 -5.5776 0.20
H 1.0560 -1.2944 -3.6067 0.18
H 0.8095 5.8789 1.8303 0.20
H 2.7757 6.5660 3.1474 0.20
H 4.6770 5.0067 3.4430 0.21
H 4.5985 2.7718 2.3835 0.21
H 2.6296 2.1018 1.0487 0.22
C -4.7880 -0.6950 -2.6412 -0.21
C -5.1343 -0.9234 -1.3141 -0.22
C -4.2287 -0.6625 -0.3001 -0.23
C -2.9649 -0.1760 -0.6322 0.15
C -2.5986 0.0293 -1.9571 -0.23
C -3.5258 -0.2189 -2.9607 -0.20
N -1.9682 0.0892 0.3587 -0.18
N -2.4282 0.3417 1.4804 -0.16
C -1.4448 0.5679 2.4988 0.28
C -1.9559 0.9646 3.7254 -0.23
C -1.0560 1.2018 4.7533 -0.16
C 0.2903 1.0102 4.5116 -0.23
C 0.6895 0.5847 3.2511 0.10
N -0.1550 0.3838 2.2467 -0.46
H -5.5057 -0.9004 -3.4259 0.21
H -6.1134 -1.3162 -1.0699 0.21
H -4.4806 -0.8428 0.7344 0.23
H -1.6061 0.3873 -2.2034 0.26
H -3.2410 -0.0437 -3.9901 0.22
H -3.0246 1.0647 3.8448 0.23
H -1.4052 1.5150 5.7287 0.21
H 1.0310 1.1513 5.2857 0.22
H 1.7324 0.3759 3.0523 0.21
S 0.7341 -2.6650 3.2417 -0.51
C 1.1346 -3.6028 4.5659 0.08
N 1.4160 -4.2537 5.4888 -0.55
N 0.5574 -6.3056 -3.5561 -0.82
C 1.3127 -6.0892 -2.4418 0.66
O 2.1357 -6.8958 -2.0587 -0.60
C 1.0992 -4.7744 -1.7476 -0.11
C -0.0127 -3.9686 -1.9595 -0.24
C -0.0907 -2.7568 -1.2925 0.05
N 0.8416 -2.3234 -0.4505 -0.45
C 1.8846 -3.1164 -0.2202 0.07
C 2.0587 -4.3417 -0.8456 -0.21
H 0.7687 -7.1340 -4.0844 0.40
H 0.0628 -5.5585 -4.0062 0.39
H -0.8291 -4.2563 -2.6086 0.21
H -0.9409 -2.1071 -1.4619 0.20
H 2.5994 -2.7677 0.5141 0.22
H 2.9207 -4.9566 -0.6317 0.24
```

Properties
Total charge: -1
LUMO, eV: 1.402
E_tot, hartree: -2232.7113